Entry from the OMol25 dataset: 10 unconnected molecules or ions with the total composition C29H62N2O28S4 at a distorted geometry (the ωB97M-V functional and the def2-TZVPD basis).

Geometry as XYZ:
```
125
Properties=species:S:1:pos:R:3:forces:R:3:mulliken_charge:R:1
C 0.352 -1.881 1.229 2.4 0.0 -0.6 -0.83
N -0.858 -2.030 0.349 -0.5 -0.4 0.3 1.12
C -0.717 -3.376 -0.275 2.0 -1.8 -4.2 -0.52
C -2.174 -1.976 1.173 2.7 2.5 0.5 -1.27
C -0.924 -0.901 -0.700 1.6 0.1 -3.2 0.13
C -1.299 0.536 -0.286 -2.4 0.0 3.0 -0.09
O -1.444 1.490 -1.249 -0.8 0.0 -4.7 -0.15
H 0.113 -0.987 1.740 0.5 0.9 0.9 0.48
H 1.322 -1.708 0.566 -2.2 -0.3 1.2 -0.26
H 0.603 -2.717 1.981 -1.1 1.1 -1.4 0.52
H -1.556 -3.945 -0.590 -2.1 0.9 -0.2 0.37
H -0.324 -4.289 0.300 0.7 2.3 0.1 0.38
H -0.181 -3.280 -1.423 -0.9 -0.1 3.7 -0.07
H -2.190 -2.845 1.700 -0.3 -2.5 1.5 0.65
H -2.942 -1.840 0.518 -2.1 -0.2 -2.0 0.32
H -2.242 -1.116 1.871 0.7 -0.4 -0.3 0.37
H -1.552 -1.229 -1.533 -0.9 -0.3 0.7 0.56
H 0.021 -0.872 -1.353 -0.5 -0.1 1.8 -0.78
H -0.577 1.015 0.291 1.5 -0.3 2.3 0.42
H -2.289 0.494 0.304 1.4 -0.2 -0.4 -0.59
H -1.535 2.453 -1.036 0.7 -1.1 1.5 0.31
N -0.355 3.819 1.143 -0.8 3.2 0.7 0.71
O 0.057 2.787 1.646 0.2 -0.5 -0.2 -0.57
O -0.163 4.965 1.651 0.4 -1.7 -0.1 -0.70
O -1.093 3.835 0.106 -0.2 -0.9 -0.8 -0.55
O 2.658 -0.994 -2.209 -0.6 -1.3 -1.8 -0.10
S 2.101 -1.699 -3.375 -2.6 4.9 4.2 0.76
O 1.342 -2.880 -3.114 0.8 -0.9 -0.8 -0.77
O 0.952 -0.591 -3.952 3.2 -1.1 1.0 0.10
C 0.203 -1.098 -5.038 -0.5 -0.3 0.2 -0.38
C -0.936 -0.156 -5.265 -0.4 -2.5 2.2 -1.55
C 3.315 -1.745 -4.529 6.6 3.4 3.9 -1.40
H -0.210 -1.997 -4.681 -0.6 -1.5 0.3 0.40
H 0.856 -1.378 -5.862 -0.1 0.6 -0.5 0.36
H -1.708 -0.648 -5.777 -1.4 -1.5 -0.2 0.53
H -0.776 0.487 -5.991 1.5 4.3 -2.6 0.50
H -1.346 0.196 -4.321 0.2 0.4 -0.1 0.24
H 3.005 -2.023 -5.393 -1.9 -1.6 -5.8 0.62
H 4.074 -2.435 -4.167 -0.4 -0.8 0.1 0.50
H 4.193 -0.787 -4.560 -3.6 -2.1 0.1 0.27
O -0.307 -1.606 4.136 -0.3 -0.3 -0.5 -0.43
S -0.001 -1.166 5.451 1.9 1.3 3.0 1.06
O -0.790 -1.346 6.613 -2.3 -0.8 0.2 -0.67
O 1.383 -1.856 5.995 0.5 1.1 -1.4 -0.26
C 1.517 -3.242 5.841 0.9 -3.0 -1.1 -0.19
C 3.016 -3.760 5.785 -1.4 0.8 -0.9 -0.93
C 0.372 0.620 5.558 4.1 -3.7 -1.1 -0.76
H 1.115 -3.690 4.922 -0.5 1.0 -0.1 0.20
H 1.007 -3.788 6.651 0.1 0.5 0.0 0.30
H 3.232 -3.839 6.792 1.4 0.2 2.1 0.48
H 3.680 -3.050 5.244 -0.5 -0.7 0.4 -0.01
H 3.088 -4.801 5.408 -0.3 0.9 -0.3 0.31
H -0.458 1.037 5.177 -3.0 2.0 -0.7 0.33
H 1.186 0.703 4.843 0.0 0.5 -0.4 0.17
H 0.837 0.839 6.493 -0.7 0.2 0.9 0.37
O 4.526 1.534 2.808 -0.9 0.8 0.5 -0.71
S 4.238 0.167 2.526 4.5 2.3 2.4 1.03
O 2.964 -0.325 2.370 -4.3 -1.4 -1.0 -0.08
O 5.169 -0.120 1.307 0.0 -0.5 -1.4 -0.32
C 4.662 0.595 0.148 -5.2 -1.0 -0.6 0.06
C 5.564 0.373 -1.000 3.2 -0.4 3.2 -1.07
C 5.042 -0.766 3.735 -5.5 -3.3 2.2 -1.11
H 4.262 1.648 0.441 1.4 -1.7 -0.6 0.51
H 3.601 -0.007 -0.211 2.6 1.6 1.3 -0.18
H 5.066 0.412 -1.860 -2.3 0.8 -3.6 0.30
H 5.789 -0.771 -0.965 0.8 2.2 0.2 0.18
H 6.355 1.206 -0.977 -0.3 -2.0 -0.3 0.31
H 6.007 -0.701 3.676 5.7 0.3 -0.9 0.70
H 4.693 -1.892 3.651 0.8 2.3 0.1 -0.01
H 4.835 -0.414 4.792 -0.5 -0.2 -1.4 0.36
O -5.389 -0.881 0.413 0.4 0.8 -0.5 -0.62
S -5.309 -0.863 -1.020 -1.0 -3.3 0.6 1.43
O -4.293 -1.638 -1.676 1.2 0.4 0.1 -0.68
O -6.671 -1.645 -1.534 0.1 3.4 0.2 -0.32
C -6.607 -3.042 -1.336 0.7 -0.1 2.7 -0.38
C -8.092 -3.540 -1.033 3.1 -0.5 5.7 -1.19
C -5.403 0.715 -1.733 3.2 2.2 9.1 -1.13
H -5.895 -3.242 -0.519 -0.9 0.1 0.9 0.27
H -5.855 -3.314 -2.066 -1.3 -1.5 -1.5 0.46
H -8.427 -3.563 -1.926 -3.2 -1.0 -6.1 0.41
H -8.804 -2.854 -0.471 1.7 -0.4 -0.4 0.28
H -8.118 -4.555 -0.479 0.2 1.6 -1.2 0.31
H -5.307 0.596 -2.646 0.7 -0.8 -8.8 0.55
H -4.491 1.462 -1.300 -2.5 -2.5 -1.0 0.09
H -6.311 1.040 -1.396 -2.4 1.5 0.5 0.50
C 1.288 2.533 -3.539 -0.1 0.0 -0.4 0.68
C 2.145 2.794 -2.301 -1.2 2.0 -3.1 0.79
O 2.782 4.089 -2.606 -0.1 -1.5 2.0 -0.42
C 2.149 4.653 -3.633 1.4 2.8 -1.1 0.48
O 2.332 5.775 -4.068 -0.1 -1.7 1.3 -0.60
O 1.363 3.807 -4.221 -2.2 -2.3 -1.2 -0.38
H 0.239 2.300 -3.255 0.6 0.4 -0.3 -0.21
H 1.633 1.691 -4.156 0.1 0.7 -0.2 -0.16
H 2.735 2.000 -2.088 2.9 -1.9 0.3 -0.06
H 1.417 2.746 -1.586 -1.4 1.4 2.9 -0.09
C 4.035 -3.728 0.397 -6.1 0.9 0.7 -0.27
C 3.050 -4.666 -0.346 -1.0 1.1 -0.1 0.12
O 2.519 -5.335 0.746 -3.2 -2.2 -0.8 -0.36
C 2.834 -4.874 1.889 -0.5 -1.6 6.5 0.68
O 2.438 -5.288 2.996 0.2 0.8 -3.1 -0.63
O 3.788 -3.987 1.846 0.9 2.4 -2.6 -0.29
H 3.822 -2.752 0.009 0.2 1.0 0.8 -0.22
H 4.920 -4.028 0.247 6.9 -1.7 -1.2 0.77
H 3.448 -5.512 -0.878 0.7 0.4 -1.1 0.32
H 2.192 -4.124 -0.924 1.7 -0.9 0.9 -0.07
C -3.468 3.966 3.020 1.3 1.9 2.3 -0.48
C -4.132 3.543 1.709 0.0 2.0 -0.7 0.05
O -3.917 2.104 1.741 -1.8 2.3 -4.1 -0.04
C -3.454 1.803 2.859 3.2 -4.2 5.9 0.59
O -3.177 0.695 3.269 -0.5 -0.8 -1.4 -0.63
O -3.165 2.766 3.733 -0.7 0.9 -1.8 -0.34
H -4.168 4.439 3.747 0.3 0.5 -1.1 0.31
H -2.506 4.529 3.016 -0.8 -0.1 -0.6 0.20
H -3.696 4.104 0.683 -1.3 -1.9 3.0 0.01
H -5.194 3.778 2.013 0.6 -0.6 -1.7 0.36
C -1.167 5.652 -2.788 -1.5 1.9 -0.7 0.02
C -0.381 6.411 -1.685 -1.0 -1.2 -1.7 -0.07
O -0.002 7.651 -2.357 0.2 -0.9 1.4 -0.37
C -0.263 7.561 -3.650 3.3 4.3 -4.7 0.58
O 0.154 8.400 -4.541 -2.2 -3.3 4.4 -0.65
O -0.887 6.476 -3.989 -1.1 -2.6 0.4 -0.40
H -2.280 5.741 -2.617 1.1 0.1 -0.1 0.34
H -1.025 4.596 -2.928 0.9 -0.2 -0.4 -0.11
H 0.396 5.741 -1.282 0.2 1.2 0.0 0.20
H -1.193 6.573 -1.023 0.3 0.7 1.6 0.41
```
Positions in Å, forces in eV/Å.

Properties
Spin multiplicity: 1

---

Entry from the OMol25 dataset: a molecular structure, C29H63BrClFIN2O28P7 at a distorted geometry (the ωB97M-V functional and the def2-TZVPD basis).

Geometry as XYZ:
```
133
Properties=species:S:1:pos:R:3:forces:R:3:mulliken_charge:R:1
N 3.743 2.983 -1.111 0.2 -0.7 -0.7 -0.57
C 3.507 1.900 -2.109 -1.0 0.7 0.4 0.12
C 2.238 2.336 -2.924 0.1 -0.5 0.6 0.37
O 2.505 3.390 -3.844 -0.1 -0.3 0.3 -0.61
C 1.516 1.097 -3.611 -0.3 0.4 0.9 -1.95
C 0.283 0.764 -2.717 0.4 -0.4 -0.7 0.35
C -0.897 1.560 -2.924 -1.0 -0.1 0.7 -0.82
I -1.018 3.110 -4.414 0.3 -0.8 0.6 0.08
C -2.055 1.349 -2.122 2.7 -1.1 0.2 0.67
C -1.952 0.307 -1.131 -1.6 1.7 -0.7 0.59
C -0.826 -0.503 -0.927 0.4 0.9 -1.1 0.70
F -0.856 -1.467 -0.001 0.1 0.6 -0.4 -0.29
C 0.357 -0.301 -1.735 -2.0 1.0 1.1 0.33
P 1.903 -1.324 -1.566 1.4 -0.3 -1.1 0.07
O 2.658 -0.973 -0.129 -1.4 -0.1 -0.2 -0.47
Cl 1.174 -3.290 -1.383 0.0 0.8 0.3 -0.27
C -3.317 0.342 -0.423 2.6 -0.7 -0.3 -0.22
O -3.586 -0.380 0.483 -0.9 0.4 0.2 -0.51
N -4.159 1.333 -1.066 -0.6 -0.6 0.0 -0.20
Br -5.514 0.243 -1.842 -0.3 0.6 0.0 0.07
C -3.423 2.052 -2.081 1.9 -1.9 0.2 0.28
O -3.778 2.954 -2.762 -0.5 0.1 0.3 -0.42
H 2.905 2.989 -0.526 0.5 0.2 0.2 0.17
H 4.540 2.709 -0.537 -0.3 0.3 0.1 0.19
H 3.257 0.985 -1.524 0.2 0.1 -0.9 -0.04
H 4.373 1.747 -2.781 -0.5 0.1 0.4 0.36
H 1.542 2.753 -2.151 0.3 -0.4 -0.5 0.36
H 2.198 4.195 -3.401 0.4 -0.2 -0.3 0.36
H 1.194 1.381 -4.632 0.2 -0.2 0.6 0.44
H 2.179 0.212 -3.665 -0.3 0.6 0.0 0.57
H 3.600 -1.206 -0.178 -0.4 0.1 -0.2 0.31
C -1.438 -4.906 0.531 0.2 0.2 0.0 -0.28
O -2.291 -5.822 -0.174 -1.0 1.4 3.1 -0.33
P -3.019 -6.973 0.841 0.0 -6.5 -5.8 1.02
O -2.000 -8.058 0.600 0.4 1.1 1.3 -0.65
O -4.312 -7.133 -0.132 0.0 0.7 0.9 -0.26
C -4.430 -6.466 -1.385 -0.2 0.2 -0.4 -0.54
O -3.881 -7.771 2.050 0.3 3.3 0.6 -0.32
C -3.246 -7.731 3.334 0.0 -0.1 0.2 -0.73
H -1.003 -4.213 -0.183 -0.1 -0.1 -0.1 -0.28
H -2.019 -4.337 1.261 0.1 0.1 0.0 0.34
H -0.629 -5.437 1.035 0.0 -0.1 0.0 0.39
H -3.661 -6.807 -2.078 0.1 0.1 0.1 0.30
H -4.363 -5.387 -1.251 0.1 -0.1 -0.1 0.26
H -5.405 -6.681 -1.825 0.0 -0.3 0.3 0.22
H -3.123 -6.696 3.659 0.0 -0.1 0.2 0.31
H -2.276 -8.228 3.296 0.0 0.0 -0.1 0.32
H -3.888 -8.247 4.047 0.0 0.0 -0.1 0.25
C 7.817 3.909 4.510 -0.1 0.1 0.3 -0.77
O 7.899 2.635 3.857 2.3 3.0 -0.7 -0.28
P 8.092 2.758 2.167 -5.0 -7.7 -1.8 0.97
O 6.617 2.556 1.885 0.4 1.7 0.2 -0.59
O 8.883 1.335 2.116 0.7 0.9 -0.1 -0.31
C 9.122 0.529 3.265 0.2 -0.2 0.3 -0.53
O 8.517 2.999 0.551 1.9 2.1 2.0 -0.30
C 8.225 4.317 0.064 -0.1 0.1 -0.2 -0.72
H 7.682 3.744 5.577 0.0 -0.1 0.0 0.25
H 8.739 4.476 4.358 -0.1 0.1 0.2 0.33
H 6.965 4.481 4.138 0.0 0.0 0.0 0.30
H 8.184 0.177 3.694 0.0 0.1 0.0 0.25
H 9.687 1.087 4.010 -0.1 -0.1 0.1 0.27
H 9.717 -0.339 2.983 0.0 0.1 -0.4 0.26
H 8.769 5.061 0.651 0.0 0.1 -0.2 0.30
H 7.154 4.514 0.111 0.0 0.0 0.0 0.32
H 8.559 4.378 -0.970 0.0 -0.1 0.1 0.25
C -6.776 4.889 -7.064 0.2 0.0 -0.3 -0.75
O -8.082 4.631 -6.530 2.4 1.8 1.9 -0.31
P -8.049 4.122 -4.908 -6.6 -5.5 -0.3 1.04
O -8.108 2.647 -5.212 1.5 0.7 0.0 -0.65
O -9.528 4.732 -4.603 0.8 0.6 0.1 -0.31
C -10.342 5.332 -5.601 -0.2 0.2 -0.2 -0.57
O -7.807 3.981 -3.251 1.7 2.6 -1.4 -0.39
C -6.452 3.657 -2.892 0.0 0.0 0.1 -0.67
H -6.878 5.195 -8.103 -0.1 0.0 0.0 0.25
H -6.288 5.694 -6.509 0.1 0.0 -0.2 0.33
H -6.158 3.989 -7.029 0.0 0.0 0.0 0.32
H -10.622 4.603 -6.362 0.1 0.0 0.0 0.28
H -9.832 6.177 -6.062 -0.1 -0.1 -0.1 0.26
H -11.253 5.709 -5.135 0.1 -0.2 0.3 0.24
H -5.774 4.432 -3.249 0.1 -0.1 0.1 0.35
H -6.171 2.694 -3.309 -0.1 0.0 -0.1 0.27
H -6.391 3.612 -1.805 -0.1 0.0 -0.1 0.31
C -10.198 -4.620 -4.398 0.0 0.2 -0.2 -0.76
O -9.865 -6.010 -4.531 -2.2 1.6 2.7 -0.30
P -9.362 -6.724 -3.064 6.3 -5.8 -4.4 1.00
O -7.891 -6.569 -3.395 -0.4 1.7 0.7 -0.58
O -9.899 -8.179 -3.571 -0.8 0.5 0.9 -0.31
C -10.509 -8.392 -4.836 -0.2 -0.2 -0.3 -0.54
O -9.032 -7.416 -1.549 -3.1 1.7 0.1 -0.30
C -8.688 -6.442 -0.567 0.1 0.2 0.4 -0.70
H -10.494 -4.239 -5.372 0.0 -0.1 0.0 0.25
H -11.034 -4.493 -3.705 0.0 0.1 -0.1 0.33
H -9.338 -4.047 -4.049 0.0 0.0 0.0 0.31
H -9.804 -8.194 -5.644 0.0 0.1 0.0 0.26
H -11.394 -7.768 -4.952 0.1 0.0 -0.1 0.25
H -10.826 -9.433 -4.904 0.2 0.0 0.3 0.25
H -9.521 -5.748 -0.432 0.1 0.1 0.3 0.30
H -7.793 -5.900 -0.871 0.0 0.0 0.0 0.30
H -8.500 -6.950 0.378 0.0 -0.1 -0.1 0.25
C 8.008 -4.183 5.713 -0.2 0.0 -0.3 -0.78
O 9.439 -4.101 5.785 -2.2 -1.4 2.7 -0.30
P 10.000 -3.451 7.259 7.3 4.4 -4.0 1.00
O 10.154 -2.053 6.696 -1.7 -0.3 0.7 -0.60
O 11.400 -4.277 7.137 -0.8 -0.6 0.6 -0.31
C 11.714 -5.126 6.041 0.1 -0.3 -0.2 -0.54
O 10.465 -3.027 8.827 -2.6 -2.3 0.2 -0.30
C 9.425 -2.402 9.591 0.0 0.1 0.2 -0.69
H 7.732 -4.592 4.744 0.1 0.0 0.0 0.25
H 7.624 -4.844 6.494 -0.1 0.0 -0.1 0.33
H 7.557 -3.194 5.812 0.0 0.1 0.0 0.32
H 11.786 -4.553 5.117 -0.1 0.0 0.0 0.25
H 10.970 -5.914 5.934 0.0 0.1 -0.1 0.26
H 12.677 -5.601 6.228 0.0 0.2 0.3 0.25
H 8.572 -3.077 9.684 0.0 0.1 0.2 0.30
H 9.115 -1.469 9.122 0.0 0.0 -0.1 0.31
H 9.815 -2.195 10.587 0.1 -0.1 -0.1 0.24
C 1.329 6.776 3.603 0.0 -0.2 0.3 -0.77
O 2.340 7.116 2.643 -3.1 1.8 0.1 -0.29
P 1.718 7.373 1.082 6.7 -3.2 -4.4 0.92
O 1.995 5.980 0.577 -1.5 0.2 0.8 -0.52
O 2.912 8.406 0.688 -0.9 0.4 0.4 -0.31
C 4.003 8.697 1.550 0.3 0.1 0.2 -0.54
O 0.864 7.909 -0.267 -1.3 1.1 2.9 -0.31
C -0.490 7.441 -0.312 -0.2 -0.1 -0.1 -0.69
H 1.805 6.615 4.567 0.1 0.0 -0.1 0.24
H 0.607 7.591 3.701 0.0 -0.1 0.2 0.34
H 0.813 5.859 3.315 0.0 0.0 -0.1 0.32
H 4.609 7.806 1.721 -0.1 0.0 0.1 0.25
H 3.652 9.098 2.500 0.1 -0.1 0.0 0.27
H 4.630 9.455 1.081 -0.2 -0.1 -0.3 0.25
H -1.033 7.785 0.571 -0.2 0.0 -0.1 0.30
H -0.513 6.353 -0.366 0.0 0.0 0.0 0.30
H -0.966 7.857 -1.199 0.2 0.0 0.0 0.24
```
Positions in Å, forces in eV/Å.

Properties
Spin multiplicity: 1

---

Calculated DFT total energy in order - -4950.4791; -9179.9434 Ha